Entry 1
Computed, not measured: C8H19CdGeNOSSe3Te as an isolated structure, with ωB97M-V/def2-TZVPD.

E_LUMO in eV: -1.147
Multiplicity: 1
Kohn-Sham gap in eV: 6.64

CARTESIAN COORDINATES (ANGSTROEM)
Cd -3.252 -0.022 -0.190
Se -4.816 2.013 1.018
Se -7.881 1.359 -0.646
Te -7.076 2.041 -3.845
Se -5.084 0.579 -3.536
O -8.082 1.041 -2.459
S -5.625 2.023 -0.980
N -4.797 0.863 -1.678
C 3.920 -2.171 -1.775
C 2.591 -1.551 -2.189
C 1.733 -1.212 -0.973
C 0.391 -0.604 -1.368
Ge -0.800 -0.272 0.226
C -0.248 1.391 1.236
C 1.139 1.385 1.878
C 1.304 0.236 2.866
C 2.678 0.202 3.518
H 4.519 -2.410 -2.649
H 3.754 -3.087 -1.210
H 4.484 -1.481 -1.149
H 2.046 -2.249 -2.830
H 2.774 -0.641 -2.766
H 2.275 -0.513 -0.332
H 1.558 -2.121 -0.392
H -0.126 -1.277 -2.058
H 0.547 0.337 -1.902
H -0.543 -1.483 1.132
H -1.008 1.566 2.008
H -0.320 2.233 0.535
H 1.289 2.337 2.396
H 1.902 1.311 1.099
H 1.148 -0.707 2.336
H 0.532 0.320 3.636
H 3.458 0.079 2.769
H 2.741 -0.634 4.208
H 2.874 1.119 4.069

=====

Entry 2
Computed, not measured: C8H19CdGeNOSSe3Te as an isolated structure, with ωB97M-V/def2-TZVPD.

E_LUMO in eV: -1.847
Multiplicity: 1
Kohn-Sham gap in eV: 6.19

CARTESIAN COORDINATES (ANGSTROEM)
Cd -3.604 0.069 1.155
Se -3.624 -1.942 -0.434
Se -4.850 -1.012 -2.160
Te -6.336 0.622 -0.934
Se -4.483 2.085 -0.145
O -2.449 -0.249 5.520
S -2.313 -0.060 4.088
N -3.520 -0.227 3.239
C 2.649 3.205 -0.870
C 1.369 2.944 -0.089
C 0.754 1.589 -0.431
C -0.529 1.333 0.365
Ge -1.238 -0.399 -0.200
C -0.466 -1.985 0.653
C 1.037 -2.129 0.389
C 1.408 -2.237 -1.084
C 2.901 -2.451 -1.289
H 3.078 4.174 -0.619
H 2.462 3.191 -1.946
H 3.401 2.442 -0.657
H 0.636 3.729 -0.291
H 1.569 2.984 0.986
H 1.491 0.803 -0.238
H 0.544 1.549 -1.505
H -1.267 2.114 0.170
H -0.347 1.319 1.441
H -1.377 -0.487 -1.718
H -1.020 -2.849 0.287
H -0.655 -1.911 1.726
H 1.395 -3.019 0.915
H 1.577 -1.290 0.842
H 1.098 -1.331 -1.619
H 0.844 -3.056 -1.541
H 3.475 -1.621 -0.872
H 3.154 -2.535 -2.345
H 3.235 -3.364 -0.791

=====

Q: Which of them is the most stable? A: entry 2.

=====

Entry 1
Computed, not measured: one molecule with the formula C27H35NO7, with ωB97M-V/def2-TZVPD.

E_LUMO in eV: 0.201
Structure (SMILES): CCN(CC)CC[C@@H](c1cc(OC)c(OC)c(OC)c1)c1c(OC)cc(OC)c2ccc(=O)oc12
Multiplicity: 1
Kohn-Sham gap in eV: 7.99

CARTESIAN COORDINATES (ANGSTROEM)
C -3.375 -4.943 0.543
H -3.016 -5.300 1.506
H -4.439 -5.155 0.480
H -2.860 -5.488 -0.244
C -3.084 -3.452 0.415
N -3.242 -2.957 -0.943
C -2.763 -1.590 -1.080
H -3.148 -1.207 -2.028
H -3.150 -0.939 -0.279
C -1.226 -1.523 -1.099
H -0.902 -0.964 -1.974
H -0.839 -2.539 -1.186
C -0.647 -0.870 0.164
C -1.017 0.597 0.243
C -0.506 1.530 -0.659
C -0.801 2.900 -0.565
C -1.653 3.345 0.468
C -2.174 2.428 1.360
C -1.858 1.070 1.256
O -2.344 0.136 2.113
C -3.170 0.531 3.183
H -3.400 -0.386 3.723
H -4.102 0.983 2.830
H -2.656 1.224 3.856
H -2.827 2.762 2.149
O -1.898 4.678 0.500
C -2.728 5.195 1.513
H -3.740 4.783 1.452
H -2.767 6.269 1.340
H -2.313 5.004 2.508
C -0.209 3.781 -1.519
C 0.615 3.300 -2.473
C 0.901 1.884 -2.561
O 1.620 1.358 -3.381
O 0.296 1.073 -1.644
H 1.089 3.930 -3.207
H -0.436 4.833 -1.445
C 0.857 -0.988 0.302
C 1.407 -0.833 1.560
C 2.786 -0.874 1.772
C 3.640 -1.059 0.682
C 3.076 -1.234 -0.598
C 1.701 -1.206 -0.776
H 1.291 -1.338 -1.760
O 3.960 -1.428 -1.615
C 3.467 -1.483 -2.937
H 4.350 -1.562 -3.570
H 2.837 -2.365 -3.090
H 2.910 -0.578 -3.197
O 5.016 -1.112 0.851
C 5.747 -0.082 0.218
H 5.650 -0.125 -0.868
H 6.787 -0.243 0.499
H 5.421 0.905 0.569
O 3.140 -0.714 3.079
C 4.482 -0.831 3.495
H 4.930 -1.767 3.157
H 4.444 -0.812 4.585
H 5.090 0.007 3.143
H 0.779 -0.671 2.422
H -1.094 -1.351 1.036
C -4.556 -3.164 -1.521
C -5.724 -2.441 -0.838
H -5.559 -1.366 -0.829
H -5.847 -2.783 0.186
H -6.645 -2.644 -1.380
H -4.752 -4.238 -1.527
H -4.499 -2.840 -2.565
H -3.705 -2.888 1.134
H -2.040 -3.288 0.688

=====

Entry 2
Computed, not measured: one molecule with the formula C27H35NO7, with ωB97M-V/def2-TZVPD.

E_LUMO in eV: 0.247
Structure (SMILES): CCCc1cc(=O)oc2c3c(cc(OCC(=O)NC[C@H]4CC[C@H](C(=O)O)CC4)c12)OC(C)(C)CC3
Multiplicity: 1
Kohn-Sham gap in eV: 8.64

CARTESIAN COORDINATES (ANGSTROEM)
C 0.699 6.466 -0.448
C 0.845 5.373 0.601
H -0.103 4.846 0.715
H 1.098 5.818 1.566
C 1.941 4.372 0.213
C 2.060 3.294 1.247
C 2.989 3.445 2.223
C 3.177 2.505 3.297
O 3.976 2.599 4.196
O 2.364 1.400 3.275
C 1.429 1.206 2.321
C 0.693 0.027 2.461
C -0.268 -0.275 1.506
C -0.534 0.638 0.477
C 0.167 1.819 0.364
C 1.211 2.126 1.277
O -0.091 2.727 -0.622
C -1.331 2.704 -1.292
C -1.418 1.767 -2.504
O -2.454 1.648 -3.121
N -0.268 1.146 -2.814
H 0.541 1.303 -2.233
C -0.150 0.206 -3.904
H 0.827 0.344 -4.373
H -0.934 0.456 -4.624
C -0.318 -1.257 -3.463
C 0.673 -1.637 -2.361
C 0.506 -3.102 -1.972
H 1.211 -3.361 -1.180
H 0.722 -3.746 -2.827
C -0.923 -3.366 -1.502
C -1.118 -4.820 -1.152
O -0.426 -5.735 -1.507
O -2.206 -5.008 -0.385
H -2.339 -5.953 -0.213
C -1.918 -2.999 -2.613
C -1.746 -1.533 -2.994
H -2.452 -1.270 -3.783
H -1.977 -0.910 -2.129
H -1.735 -3.632 -3.484
H -2.937 -3.177 -2.266
H -1.154 -2.761 -0.620
H 1.696 -1.463 -2.703
H 0.499 -1.017 -1.478
H -0.116 -1.879 -4.342
H -1.477 3.724 -1.665
H -2.157 2.474 -0.611
H -1.316 0.384 -0.220
O -0.995 -1.409 1.498
C -0.690 -2.420 2.474
C -1.968 -3.247 2.613
H -2.773 -2.631 3.005
H -1.797 -4.079 3.290
H -2.269 -3.633 1.643
C 0.458 -3.295 1.957
H 0.829 -3.931 2.755
H 0.115 -3.927 1.142
H 1.274 -2.677 1.589
C -0.323 -1.762 3.808
C 0.902 -0.869 3.647
H 1.050 -0.256 4.538
H 1.807 -1.468 3.521
H -0.144 -2.534 4.557
H -1.171 -1.156 4.138
H 3.645 4.301 2.240
H 2.892 4.905 0.150
H 1.716 3.952 -0.765
H -0.080 7.169 -0.159
H 1.631 7.015 -0.562
H 0.435 6.037 -1.412

=====

Q: Which of them is the most stable? A: entry 2.

=====

Entry 1
Computed, not measured: one molecule with the formula C2H5N3S2, with ωB97M-V/def2-TZVPD.

E_LUMO in eV: 0.076
Structure (SMILES): [H]/N=C(/N)SNC=S
Multiplicity: 1
Kohn-Sham gap in eV: 9.13

CARTESIAN COORDINATES (ANGSTROEM)
C -1.043 -0.509 -0.541
C 1.648 0.742 1.508
H -2.487 0.196 -1.776
H -2.479 -1.449 -1.487
H 0.479 -1.435 0.101
H 1.808 1.009 -0.514
H 0.902 0.875 2.294
N -2.309 -0.526 -1.075
N -0.405 -1.603 -0.387
N 1.120 0.929 0.256
S -0.495 1.148 -0.156
S 3.261 0.623 1.777

=====

Entry 2
Computed, not measured: one molecule with the formula C2H5N3S2, with ωB97M-V/def2-TZVPD.

E_LUMO (alpha / beta) in eV: -1.082 / -1.119
Multiplicity: 1
Kohn-Sham gap (alpha / beta) in eV: 7.35 / 7.23

CARTESIAN COORDINATES (ANGSTROEM)
C -0.653 1.060 -0.667
C 0.716 0.322 -0.759
N 0.824 -0.925 -0.057
N -1.666 0.557 -0.152
N 1.084 -0.671 1.322
S -3.116 0.575 0.426
S -0.245 -2.157 -0.280
H -0.806 1.985 -1.302
H 0.714 0.025 -1.883
H 1.431 0.864 -0.289
H 1.316 -1.531 1.820
H 0.401 -0.103 1.822

=====

Q: Which of them is the most stable? A: entry 1.

=====

Entry 1
Computed, not measured: one molecule with the formula C2H5N3S2, with ωB97M-V/def2-TZVPD.

E_LUMO in eV: 0.136
Multiplicity: 1
Kohn-Sham gap in eV: 7.79

CARTESIAN COORDINATES (ANGSTROEM)
C -1.927 0.394 -1.133
C 1.167 0.373 0.611
N -1.030 0.590 -0.100
N 0.031 -0.160 0.132
N 2.235 -0.343 0.784
S 0.199 -1.860 -0.423
S -2.731 0.246 0.517
H -2.219 1.389 -1.568
H -1.987 -0.447 -1.830
H 1.046 1.296 1.245
H 3.129 -0.156 1.382
H 2.087 -1.322 0.382

=====

Entry 2
Computed, not measured: one molecule with the formula C2H5N3S2, with ωB97M-V/def2-TZVPD.

E_LUMO in eV: -0.806
Structure (SMILES): N/N=C(/N)C(=S)S
Multiplicity: 1
Kohn-Sham gap in eV: 7.77

CARTESIAN COORDINATES (ANGSTROEM)
C 0.469 -0.260 0.048
C -0.739 -0.891 -0.730
H -1.559 1.125 1.594
H -0.269 2.411 1.254
H 2.087 -1.339 -0.883
H 2.265 -1.083 1.090
H -0.969 1.248 -1.477
N -0.813 1.624 0.770
N 0.465 0.836 0.710
N 1.511 -1.241 0.178
S -1.422 0.113 -1.986
S -1.026 -2.545 -0.568

=====

Entry 3
Computed, not measured: one molecule with the formula C2H5N3S2, with ωB97M-V/def2-TZVPD.

E_LUMO in eV: 0.495
Structure (SMILES): [H]/N=C(/N)SC(N)=S
Multiplicity: 1
Kohn-Sham gap in eV: 9.21

CARTESIAN COORDINATES (ANGSTROEM)
C -1.134 -0.180 0.508
C 1.127 1.241 -0.276
H -0.947 -0.686 -1.527
H -1.459 -1.939 -0.476
H -1.516 0.145 2.320
H 2.551 -0.122 -0.586
H 1.002 -0.826 -0.146
N -0.988 -1.060 -0.569
N -1.615 -0.590 1.607
N 1.597 -0.022 -0.353
S -0.613 1.460 0.073
S 1.996 2.580 -0.576

=====

Q: Which of them is the most stable? A: entry 3.

=====

Entry 1
Computed, not measured: C3H14NO4 as an isolated structure, with ωB97M-V/def2-TZVPD.

E_LUMO in eV: -9.436
Net charge: +1
Multiplicity: 1
Kohn-Sham gap in eV: 4.51

CARTESIAN COORDINATES (ANGSTROEM)
C 0.695 1.811 -1.276
O -1.752 0.886 0.178
C 1.308 0.325 -1.067
C 1.196 1.278 0.093
O 1.057 -1.702 1.025
N 0.421 -0.792 -1.035
H -0.353 1.754 -1.376
H 1.362 2.389 -1.836
H -2.536 1.139 -0.352
H 2.348 0.255 -1.459
H 2.003 1.858 0.631
H 0.568 0.959 0.871
H 0.938 -2.618 1.300
H -1.268 0.210 -0.312
H 0.428 -1.331 -1.932
H 0.644 -1.451 -0.078
H 3.764 -0.710 2.336
H 2.328 -1.118 1.391
O 3.300 -0.768 1.421
H -6.119 -0.511 -0.398
H -5.222 0.436 0.486
O -5.233 -0.443 0.060

=====

Entry 2
Computed, not measured: a 4-piece molecular cluster, C3H14NO4 overall, with ωB97M-V/def2-TZVPD.

E_LUMO in eV: -3.399
Net charge: +1
Multiplicity: 1
Kohn-Sham gap in eV: 11.09

CARTESIAN COORDINATES (ANGSTROEM)
O 0.217 -1.678 -0.335
C 0.946 -1.335 0.550
C 0.517 -0.171 1.580
C 1.768 0.740 1.656
N -0.641 0.657 0.931
H 1.992 -1.776 0.756
H 0.150 -0.498 2.643
H 2.559 0.755 0.823
H 2.556 0.605 2.508
H 1.567 1.886 1.581
H -1.494 0.195 0.901
H -0.383 0.871 0.052
H -0.987 1.380 1.644
H -1.265 -0.915 -3.457
H -0.472 0.270 -3.690
O -0.441 -0.522 -3.194
H -1.843 -2.052 -0.223
H -3.352 -1.765 0.322
O -2.435 -1.498 0.351
H 1.017 1.391 -1.463
H -0.191 1.648 -2.384
O 0.212 1.811 -1.553

=====

Q: Which of them is the most stable? A: entry 2.

=====

Entry 1
Computed, not measured: a 2-piece molecular cluster, H5NO overall, with ωB97M-V/def2-TZVPD.

E_LUMO in eV: 0.957
Structure (SMILES): N.O
Multiplicity: 1
Kohn-Sham gap in eV: 11.26

CARTESIAN COORDINATES (ANGSTROEM)
N -1.965 -0.556 -0.729
H -2.376 -1.414 -0.346
H -1.430 -0.828 -1.561
H -2.743 0.028 -1.053
O 2.762 1.174 1.534
H 3.635 0.964 1.130
H 2.117 0.632 1.026

=====

Entry 2
Computed, not measured: a 2-piece molecular cluster, H5NO overall, with ωB97M-V/def2-TZVPD.

E_LUMO in eV: 0.898
Structure (SMILES): N.O
Multiplicity: 1
Kohn-Sham gap in eV: 10.91

CARTESIAN COORDINATES (ANGSTROEM)
H 1.920 2.050 1.026
H 0.934 1.291 0.142
H -0.223 -1.975 -0.228
H -1.089 -0.537 0.028
H -1.737 -1.676 -1.014
N -0.844 -1.269 -0.595
O 1.040 2.115 0.641

=====

Q: Which of them is the most stable? A: entry 1.